1.
# C22H29N3O5S

One molecule with the formula C22H29N3O5S at a distorted geometry (ωB97M-V/def2-TZVPD, the Open Molecules 2025 dataset).

Structure (XYZ):
```
60
Properties=species:S:1:pos:R:3:forces:R:3:nbo_charge:R:1
C 5.2951 3.1148 3.1606 -0.273 -0.202 -0.243 -0.636
C 4.0916 3.0224 2.2343 -0.006 0.399 0.355 -0.068
H 4.2052 3.6860 1.3737 -0.053 -0.072 0.093 0.184
H 3.1768 3.2722 2.7822 0.118 0.015 -0.163 0.199
O 3.9548 1.7194 1.6727 -0.033 -0.341 -0.122 -0.536
C 3.3660 0.7934 2.4720 0.202 0.033 -0.086 0.895
O 2.8938 1.0474 3.5555 -0.191 0.253 0.306 -0.665
N 3.3932 -0.4436 1.9243 0.158 -0.075 -0.055 -0.451
C 3.7861 -0.7142 0.5605 -0.004 0.224 -0.415 -0.218
H 4.4173 0.0975 0.2019 0.000 -0.189 0.015 0.236
C 2.5482 -0.8701 -0.3232 0.181 -0.308 0.166 -0.404
H 2.8485 -1.1360 -1.3372 -0.048 0.008 -0.064 0.220
H 2.0093 0.0781 -0.3640 -0.008 0.103 -0.033 0.201
C 1.6146 -1.9488 0.2375 0.052 0.040 0.061 -0.066
N 0.3931 -1.9725 -0.5356 0.155 0.183 0.062 -0.647
C -0.0596 -3.0736 -1.1636 0.053 0.256 -0.022 0.654
O 0.4959 -4.1540 -1.1237 0.035 -0.421 -0.073 -0.629
C -1.3433 -2.8528 -1.9295 -0.491 -0.382 0.351 -0.693
H -1.5038 -1.8151 -2.2118 -0.128 0.055 0.018 0.237
H -1.3578 -3.4895 -2.8133 -0.021 -0.008 0.073 0.260
S -2.8270 -3.4064 -0.9508 1.365 0.485 0.606 1.287
O -3.9702 -2.9926 -1.7655 -0.985 0.156 -0.676 -0.989
C -2.7077 -2.1128 0.4108 -0.075 -0.512 -0.513 -0.625
C -2.7653 -0.7432 -0.1260 -0.948 0.487 -0.325 0.023
C -3.8461 -0.0376 -0.5826 0.372 -1.037 0.422 0.305
O -3.3911 1.1624 -1.0156 -0.006 0.345 -0.056 -0.395
C -2.0609 1.1561 -0.8088 0.366 -0.800 0.380 0.508
N -1.6446 0.0344 -0.2892 0.103 0.783 -0.283 -0.513
C -1.2772 2.3143 -1.2114 0.000 0.463 -0.252 -0.134
C -1.7037 3.0038 -2.3488 0.032 -0.022 0.032 -0.160
C -1.0143 4.1070 -2.8070 -0.032 0.036 -0.063 -0.224
C 0.1135 4.5385 -2.1274 0.006 0.016 0.018 -0.204
C 0.5275 3.8717 -0.9899 -0.022 -0.005 -0.088 -0.163
C -0.1521 2.7594 -0.5065 -0.117 -0.084 -0.060 0.023
C 0.3043 2.1349 0.7749 -0.037 -0.031 0.139 -0.648
H 1.3873 2.0316 0.7850 0.101 -0.031 0.033 0.219
H -0.1561 1.1649 0.9256 0.138 0.031 0.123 0.237
H 0.0317 2.7796 1.6114 0.014 0.011 0.089 0.228
H 1.3970 4.2203 -0.4511 0.094 0.028 0.065 0.203
H 0.6641 5.3978 -2.4801 0.049 0.074 -0.026 0.215
H -1.3523 4.6269 -3.6904 -0.025 0.034 -0.080 0.218
H -2.5804 2.6541 -2.8732 -0.063 -0.014 -0.053 0.221
C -5.2937 -0.3473 -0.6504 0.053 0.090 -0.054 -0.680
H -5.8041 0.4319 -1.2091 -0.113 0.028 -0.008 0.235
H -5.4386 -1.3059 -1.1438 -0.030 0.035 -0.015 0.273
H -5.7190 -0.4033 0.3517 -0.084 0.056 0.035 0.226
H -1.7806 -2.3036 0.9430 0.026 0.003 0.167 0.250
H -3.5650 -2.3172 1.0506 0.021 -0.179 0.015 0.244
H -0.1655 -1.1190 -0.5304 0.020 -0.136 -0.089 0.440
C 1.3030 -1.6820 1.7152 0.325 -0.164 -0.092 -0.408
H 0.7345 -2.5160 2.1291 -0.086 -0.020 -0.009 0.216
C 2.5917 -1.4924 2.5157 -0.344 0.055 0.304 -0.220
H 2.3680 -1.2058 3.5441 0.077 -0.137 -0.107 0.246
H 3.1773 -2.4168 2.5154 -0.007 0.011 0.036 0.192
H 0.6992 -0.7761 1.7967 -0.068 0.050 0.041 0.205
H 2.0754 -2.9370 0.1289 -0.017 0.137 0.039 0.231
H 4.3646 -1.6442 0.5561 0.028 0.054 -0.032 0.193
H 5.4052 4.1356 3.5154 0.044 0.119 0.056 0.215
H 5.1512 2.4575 4.0144 0.018 -0.006 0.084 0.226
H 6.1998 2.8199 2.6343 0.105 0.021 -0.029 0.209
```
Forces are in eV/Å.

* total energy: -1794.4379 a.u.
* max |F|: 1.57 eV/Å
* Kohn-Sham gap: 9.05 eV
* highest occupied orbital energy: -8.5 eV
* LUMO energy: 0.50 eV

2.
# C22H29N5O2

One molecule with the formula C22H29N5O2 (ωB97M-V/def2-TZVPD, the Open Molecules 2025 dataset).

Structure (XYZ):
```
58
Properties=species:S:1:pos:R:3:forces:R:3:nbo_charge:R:1
C -0.5043 -2.7773 6.5535 0.210 -0.135 -0.057 -0.601
C 0.8034 -2.8949 5.7809 -0.201 0.270 -0.024 -0.385
C 1.0279 -1.6908 4.8700 0.268 -0.382 0.000 -0.401
C 2.3279 -1.8075 4.0774 -0.237 0.379 -0.007 -0.393
C 2.5481 -0.6064 3.1598 0.217 -0.070 0.248 -0.219
N 1.4858 -0.5130 2.1857 0.214 -0.345 0.098 -0.629
C 0.8165 0.6133 1.9431 -0.067 0.034 -0.308 0.712
O 0.9868 1.6818 2.4845 -0.048 0.330 0.118 -0.609
C -0.3252 0.4462 0.8933 0.409 0.450 0.031 -0.469
C -1.3442 -0.3512 1.5225 -0.460 -0.125 0.158 0.288
N -2.1427 -1.0059 2.0154 -0.386 -0.298 0.227 -0.308
C 0.1125 -0.2057 -0.3966 0.318 -0.323 -0.302 0.210
N 0.8782 -1.2559 -0.3122 -0.456 0.122 -0.076 -0.421
C 1.4544 -1.7518 -1.4319 0.002 0.302 -0.536 0.161
C 2.2614 -2.8988 -1.3704 0.152 -0.128 -0.185 -0.206
C 2.9223 -3.3164 -2.4949 -0.036 -0.131 0.326 -0.212
C 2.8053 -2.6064 -3.6999 -0.076 0.224 -0.189 -0.194
C 2.0185 -1.4894 -3.7874 0.113 -0.171 -0.032 -0.192
C 1.3073 -1.0498 -2.6560 0.113 -0.395 0.542 0.113
N 0.4594 -0.0069 -2.7469 -0.491 0.252 0.167 -0.431
C -0.2054 0.3710 -1.6760 0.564 -0.274 -0.573 0.383
N -1.1055 1.3949 -1.8023 0.026 0.253 0.084 -0.433
C -1.0970 2.1533 -3.0397 0.002 0.479 0.103 -0.242
C -1.6671 3.5491 -2.7505 0.370 -0.040 -0.368 0.095
C -1.7577 4.3863 -4.0176 -0.065 -0.222 0.434 -0.617
O -2.9671 3.4545 -2.2005 -0.143 0.051 -0.053 -0.531
C -2.9918 2.6992 -1.0073 -0.207 -0.388 0.335 0.097
C -4.4241 2.6653 -0.4962 0.424 0.092 -0.219 -0.620
C -2.4578 1.2870 -1.2821 -0.209 0.301 0.128 -0.245
H -0.6533 -3.6460 7.1906 -0.100 -0.044 0.095 0.206
H -1.3444 -2.7044 5.8668 -0.133 0.017 -0.033 0.207
H -0.4977 -1.8884 7.1803 -0.054 0.093 0.087 0.200
H 0.7863 -3.8053 5.1772 0.081 -0.053 -0.006 0.192
H 1.6364 -2.9791 6.4832 0.064 -0.072 -0.020 0.190
H 0.1870 -1.6040 4.1783 -0.054 0.066 0.016 0.207
H 1.0546 -0.7803 5.4723 -0.047 0.100 0.013 0.198
H 2.3063 -2.7191 3.4748 0.067 -0.106 0.002 0.191
H 3.1733 -1.8808 4.7639 0.069 -0.071 -0.014 0.206
H 2.5412 0.3240 3.7324 0.081 -0.093 -0.069 0.227
H 3.5133 -0.6972 2.6472 -0.064 0.103 0.064 0.192
H 1.3353 -1.2942 1.5515 -0.016 0.236 0.116 0.434
H -0.7089 1.4522 0.6979 0.116 -0.162 0.061 0.289
H 2.3441 -3.4278 -0.4333 0.025 -0.039 0.101 0.222
H 3.5456 -4.1974 -2.4597 0.039 -0.069 0.024 0.219
H 3.3430 -2.9555 -4.5690 0.032 -0.005 -0.078 0.218
H 1.9047 -0.9419 -4.7097 -0.015 0.058 -0.097 0.226
H -0.0706 2.2246 -3.3971 -0.113 0.058 -0.047 0.235
H -1.7050 1.6574 -3.8080 0.046 0.008 -0.034 0.190
H -1.0060 4.0439 -2.0167 -0.080 -0.102 -0.099 0.167
H -2.1772 5.3598 -3.7819 -0.013 0.114 -0.014 0.224
H -0.7714 4.5149 -4.4534 0.107 0.042 -0.081 0.212
H -2.4083 3.8955 -4.7361 -0.062 -0.050 -0.126 0.212
H -2.3363 3.1847 -0.2613 -0.052 -0.104 -0.105 0.166
H -4.4755 2.1166 0.4399 -0.044 -0.055 0.118 0.217
H -5.0653 2.1861 -1.2309 -0.109 -0.077 -0.066 0.213
H -4.7783 3.6796 -0.3392 -0.063 0.080 0.049 0.225
H -2.4987 0.6732 -0.3843 -0.020 0.035 -0.026 0.219
H -3.1019 0.8187 -2.0427 -0.008 -0.015 0.097 0.193
```
Forces are in eV/Å.

* total energy: -1280.0163 a.u.
* SMILES: CCCCCNC(=O)[C@H](C#N)c1nc2ccccc2nc1N1C[C@@H](C)O[C@@H](C)C1
* max |F|: 0.85 eV/Å
* Kohn-Sham gap: 8.12 eV
* highest occupied orbital energy: -8.6 eV
* LUMO energy: -0.48 eV

3.
# C22H29N7SSc

C22H29N7SSc as an isolated structure (ωB97M-V/def2-TZVPD, the Open Molecules 2025 dataset).

Structure (XYZ):
```
60
Properties=species:S:1:pos:R:3:forces:R:3:nbo_charge:R:1
Sc 0.2520 0.3604 -0.1796 0.032 -0.428 0.094 1.889
C 1.8778 1.7045 -2.6175 -0.160 -0.008 -0.259 -0.248
C 2.5157 2.2080 -1.3407 0.134 0.077 0.158 -0.244
N 2.3820 1.2293 -0.2293 -0.154 -0.031 -0.069 -0.721
C 3.3951 0.1417 -0.1639 0.028 0.112 0.004 -0.242
C 3.2719 -0.9149 -1.2517 0.097 0.008 -0.013 -0.518
S 1.5727 -1.5725 -1.4288 0.022 -0.061 0.027 0.201
C 1.0902 -1.1812 -3.1452 0.022 -0.003 -0.106 -0.526
C 0.1630 0.0240 -3.2763 0.050 0.108 0.003 -0.242
N 0.5268 1.1303 -2.3475 0.034 -0.080 0.136 -0.727
H 2.4825 0.9392 -3.0945 0.041 -0.003 0.059 0.213
H 1.8062 2.5150 -3.3446 0.020 0.032 0.036 0.253
H 2.0149 3.1217 -1.0102 -0.022 0.000 -0.029 0.225
H 3.5615 2.4765 -1.5096 0.003 -0.036 -0.043 0.247
H 2.4945 1.7496 0.6397 0.051 0.057 -0.008 0.426
H 3.2853 -0.3218 0.8196 -0.023 -0.042 -0.018 0.225
H 4.4043 0.5624 -0.1916 0.007 -0.018 -0.052 0.251
H 3.9103 -1.7610 -1.0007 -0.008 -0.003 0.007 0.282
H 3.5909 -0.5640 -2.2303 0.000 0.030 0.018 0.248
H 0.5997 -2.0703 -3.5387 -0.002 -0.001 0.003 0.283
H 2.0172 -1.0720 -3.7064 -0.010 0.005 -0.002 0.259
H -0.8689 -0.2524 -3.0554 0.005 -0.045 0.016 0.230
H 0.1817 0.3703 -4.3130 0.012 -0.018 -0.009 0.250
H -0.1695 1.8555 -2.5085 0.014 0.055 -0.053 0.421
C -2.1045 -1.5814 0.8728 0.019 -0.021 0.115 -0.279
N -0.6196 -1.5703 0.9340 -0.015 0.151 -0.051 -0.671
C -0.0912 -1.6737 2.3166 -0.046 -0.066 0.057 -0.277
C 0.3378 -0.3170 2.7774 0.000 -0.018 -0.030 0.438
N 0.4683 0.7031 1.9341 0.053 0.247 0.144 -0.693
C 0.9217 1.7901 2.7125 -0.080 -0.085 -0.130 0.134
C 1.1963 3.1128 2.3687 0.038 0.064 0.012 -0.271
C 1.6314 3.9466 3.3811 -0.011 -0.038 0.077 -0.160
C 1.7741 3.4896 4.7031 0.020 0.039 -0.022 -0.160
C 1.4852 2.1869 5.0583 0.015 0.114 -0.115 -0.182
C 1.0601 1.3619 4.0256 -0.035 -0.332 0.286 0.089
N 0.6735 0.0131 4.0224 0.002 0.145 -0.124 -0.470
C -2.5909 -0.6270 -0.1650 0.059 0.051 -0.047 0.447
N -1.8677 0.4192 -0.5657 -0.175 0.219 -0.153 -0.700
C -2.7253 1.1771 -1.3962 0.195 0.032 0.141 0.135
C -2.5513 2.4176 -2.0105 -0.081 0.024 -0.038 -0.260
C -3.6127 2.9104 -2.7443 -0.067 -0.022 -0.012 -0.162
C -4.8233 2.2050 -2.8615 0.034 0.042 -0.011 -0.162
C -5.0192 0.9953 -2.2280 0.084 0.075 -0.042 -0.184
C -3.9408 0.5147 -1.4957 -0.221 -0.322 0.090 0.094
N -3.8075 -0.6326 -0.7007 0.043 0.143 -0.043 -0.471
H -2.4990 -1.2404 1.8330 0.013 -0.003 0.014 0.255
H -2.4856 -2.5910 0.7130 -0.020 0.006 -0.035 0.257
H -0.2755 -2.3703 0.4142 -0.067 -0.101 0.017 0.421
H 0.7540 -2.3648 2.3307 0.052 0.052 -0.015 0.261
H -0.8359 -2.0890 2.9989 0.002 -0.039 -0.014 0.252
H 1.0465 3.5095 1.3702 -0.023 -0.053 -0.021 0.218
H 1.8517 4.9819 3.1597 -0.002 -0.001 0.005 0.253
H 2.1101 4.1812 5.4635 -0.001 0.006 -0.012 0.259
H 1.5849 1.8431 6.0786 -0.012 -0.022 -0.009 0.258
H 0.6446 -0.6045 4.8213 0.018 0.037 0.051 0.458
H -1.6714 3.0347 -1.8698 0.032 -0.034 0.033 0.212
H -3.5251 3.8780 -3.2191 0.000 -0.005 -0.008 0.252
H -5.6284 2.6353 -3.4411 0.011 0.006 -0.003 0.260
H -5.9613 0.4687 -2.2940 0.012 -0.020 0.020 0.258
H -4.5235 -1.3236 -0.5241 -0.036 0.023 -0.025 0.458
```
Forces are in eV/Å.

* total energy: -2397.2388 a.u.
* total charge: +3
* max |F|: 0.44 eV/Å
* Kohn-Sham gap: 8.24 eV
* highest occupied orbital energy: -17.2 eV
* LUMO energy: -9.00 eV